No. 1
A cluster of 2 separate species, C9H14O in total at a distorted geometry, computed with ωB97M-V/def2-TZVPD.

```
24
Properties=species:S:1:pos:R:3:lowdin_charge:R:1
C -1.1874 -1.5758 1.0035 -0.32
H 4.0560 0.5948 -2.5313 0.06
O -1.8021 -2.7629 1.2864 0.04
H -1.3404 0.7815 -1.3904 0.11
H 2.0057 -0.6494 -2.6726 0.07
H -0.3082 -1.2262 2.9698 0.11
C 3.1572 1.0553 -2.1329 -0.18
C 1.8309 0.4207 -2.5546 -0.15
H 1.5674 0.8206 -3.5319 0.07
H 0.3978 2.9930 0.9851 0.08
H 3.1564 2.1065 -2.4551 0.06
C 0.1402 2.4446 0.0779 -0.04
H -0.6579 3.0614 -0.3363 0.08
C -0.3056 1.0484 0.4611 -0.29
H 0.9832 2.3392 -0.5959 0.05
H 3.2626 1.1257 -1.0520 0.06
H -1.3655 -3.2350 2.0051 0.11
C -1.5269 -0.9895 -0.2234 0.00
C -0.4925 -0.8526 1.9747 -0.02
H 1.1087 0.6042 -1.7673 0.02
H -2.0644 -1.4961 -1.0056 0.11
H 0.3682 1.0343 2.4599 0.11
C -0.0757 0.4295 1.6689 -0.06
C -1.0695 0.3005 -0.4559 -0.07
```

Output
E_LUMO, eV: 0.892
2S+1: 1
HOMO energy, eV: -8.4
Relative energy (zero: lowest compared OMol25 entry of this formula, charge and spin), eV: 0.441
SMILES: Cc1ccc(O)cc1.CC
Energy, eV: -11607.195



No. 2
A cluster of 2 separate species, C13H24N3O2S in total at a distorted geometry, computed with ωB97M-V/def2-TZVPD.

```
43
Properties=species:S:1:pos:R:3:lowdin_charge:R:1
C 0.5091 -2.2496 -1.2979 -0.19
N 4.3717 1.4502 -3.0011 0.12
H -0.5623 0.0475 -2.0220 0.10
H 1.9519 -0.8070 -0.4888 0.12
H 1.7744 -0.8485 -2.2469 0.10
H 1.4826 -0.6683 2.6628 0.08
O -4.2358 -0.3522 1.4786 0.02
H 0.8455 -2.4133 0.8378 0.10
H -1.4352 -2.5080 2.6463 0.13
H -0.3626 -2.2124 -1.9571 0.12
C 0.0804 -2.6864 0.1110 -0.17
C -1.4543 -1.7002 1.9110 -0.22
H -5.6456 2.0572 -0.0466 0.09
S 0.7705 1.9347 -1.3840 1.19
C 3.0705 1.4269 -2.7888 -0.15
C 4.6240 2.6397 -0.9124 -0.03
O -0.4826 -0.6697 2.1392 -0.21
C 2.5384 1.9839 -1.6478 -0.46
H -5.0915 2.6310 2.1670 0.10
C 0.1621 0.2136 -1.2242 -0.35
H 2.4042 0.9471 -3.4971 0.12
H -0.3624 0.1520 -0.2699 0.07
H 0.3660 -0.5364 4.0477 0.09
H -5.2683 0.4722 -0.6234 0.10
C 1.2290 -0.8755 -1.3021 -0.22
N -4.7115 1.7114 2.2859 0.16
C 3.2684 2.6204 -0.6842 -0.06
C 5.0894 2.0356 -2.0526 -0.11
H -2.4373 -1.2277 1.9993 0.08
H -1.7343 -1.4389 -0.2075 0.10
H 6.1666 2.0354 -2.1986 0.13
C -1.3418 -2.1949 0.4756 -0.17
H 2.8182 3.0743 0.1872 0.13
H 0.6318 -2.0951 3.1782 0.09
C -4.7017 0.7632 1.3058 -0.67
C 0.5288 -1.0126 3.0793 -0.11
H 1.1954 -2.9894 -1.7130 0.12
H 5.2975 3.0918 -0.2020 0.12
N -5.2535 1.1494 0.1161 0.15
H 0.0330 -3.7775 0.1038 0.11
H -4.3167 1.4581 3.1727 0.11
H -2.0170 -3.0490 0.3749 0.12
H 0.2053 2.4174 -2.5121 0.03
```

Output
Net charge: +1
E_LUMO, eV: -3.492
2S+1: 1
HOMO energy, eV: -11.8
Relative energy (zero: lowest compared OMol25 entry of this formula, charge and spin), eV: 0.000
Energy, eV: -33263.600



No. 3
A cluster of 6 separate species, C12H36O12 in total at a distorted geometry, computed with ωB97M-V/def2-TZVPD.

```
60
Properties=species:S:1:pos:R:3:lowdin_charge:R:1
H -6.9431 -26.8083 -4.8706 0.12
O -11.9390 -18.9496 -5.6275 -0.04
C -9.1129 -18.0521 -7.9551 -0.25
H -12.5327 -18.5650 -3.6969 0.13
O -10.3212 -17.4948 -8.4508 -0.07
H -10.0090 -23.8809 -5.2267 0.12
H -10.2444 -24.5182 -11.8156 0.11
C -7.2146 -25.8346 -6.7748 -0.26
O -8.4378 -22.8353 -9.5664 -0.06
C -7.5145 -26.9427 -5.7890 -0.22
H -11.2475 -20.5892 -6.2463 0.04
H -8.7194 -23.3749 -8.8240 0.04
C -11.6905 -18.9131 -4.2950 -0.30
O -10.6426 -21.3224 -6.1117 -0.06
H -14.5120 -23.2535 -6.8096 0.07
H -8.7537 -17.4831 -7.0976 0.12
H -7.5006 -24.8821 -6.3287 0.11
C -14.3017 -25.1428 -6.3621 -0.23
H -10.5396 -16.8068 -7.8180 0.08
H -15.8187 -26.1047 -5.2139 0.12
O -7.1406 -28.2104 -6.3564 -0.08
H -11.6302 -19.9219 -3.8864 0.13
H -7.8764 -24.2302 -10.9604 0.11
H -16.4931 -24.8434 -6.3460 0.12
C -8.6864 -23.5298 -10.7570 -0.25
H -8.5522 -27.1027 -5.4962 0.11
H -6.8189 -19.1300 -8.5784 0.07
H -14.1404 -26.0844 -6.8868 0.11
H -12.1309 -22.2923 -5.2505 0.12
H -9.2920 -19.0336 -7.5161 0.11
H -11.9622 -22.5783 -7.0342 0.11
H -10.0944 -17.3142 -4.3207 0.12
O -6.7726 -18.2052 -8.8318 -0.06
O -9.9613 -24.0896 -7.2880 -0.08
C -8.1761 -17.9808 -9.1569 -0.22
H -8.2500 -17.1400 -9.8466 0.12
C -11.4456 -22.4542 -6.0825 -0.24
C -10.3718 -18.2962 -3.9374 -0.24
C -10.7087 -23.8451 -6.0618 -0.16
H -7.9157 -28.7617 -6.4864 0.07
O -14.2510 -24.0427 -7.2898 -0.08
H -15.5583 -23.3342 -4.7910 0.07
C -9.9502 -24.3815 -10.7750 -0.22
C -15.6851 -25.1240 -5.6704 -0.20
H -9.8127 -19.5008 -5.3536 0.03
H -11.4951 -24.5904 -5.9426 0.09
H -10.6663 -26.0980 -10.1957 0.08
H -10.7477 -23.8293 -10.2778 0.11
H -10.5213 -24.6406 -7.8397 0.07
H -7.7918 -25.9287 -7.6946 0.11
O -9.4081 -19.0027 -4.6396 -0.07
O -15.6048 -24.2530 -4.5166 -0.08
H -8.5702 -22.7608 -11.5207 0.12
H -13.4359 -25.1421 -5.6999 0.09
H -12.1075 -18.0262 -5.8290 0.12
H -8.6237 -18.7662 -9.7659 0.11
O -9.8108 -25.6698 -10.1155 -0.08
H -5.5968 -25.1794 -7.6758 0.08
O -5.8146 -25.8459 -7.0201 -0.05
H -10.2395 -18.4012 -2.8606 0.12
```

Output
E_LUMO, eV: 0.024
2S+1: 1
HOMO energy, eV: -9.9
Relative energy (zero: lowest compared OMol25 entry of this formula, charge and spin), eV: 2.702
SMILES: OCCO.OCCO.OCCO.OCCO.OCCO.OCCO
Energy, eV: -37592.514



No. 4
An isolated molecule of C2H2P2 at a distorted geometry, computed with ωB97M-V/def2-TZVPD.

```
6
Properties=species:S:1:pos:R:3:lowdin_charge:R:1
H 0.1423 0.8849 1.5178 0.06
C 0.0121 -0.1781 -0.7954 -0.88
P -1.5381 -0.4369 0.0464 0.77
P 1.4127 -0.8172 0.0277 0.78
H -0.0554 0.6093 -1.6666 0.07
C 0.0263 -0.0620 0.8702 -0.80
```

Output
E_LUMO (spin up / spin down), eV: -0.537 / -0.535
2S+1: 1
HOMO energy (spin up / spin down), eV: -7.4 / -7.3
Relative energy (zero: lowest compared OMol25 entry of this formula, charge and spin), eV: 1.455
Energy, eV: -20679.779



No. 5
A structure of composition C40H36ClCoI2N3P at a distorted geometry, computed with ωB97M-V/def2-TZVPD.

```
84
Properties=species:S:1:pos:R:3:lowdin_charge:R:1
H -0.9702 -0.6973 4.1071 0.11
C -3.2578 3.2863 -1.7044 -0.11
H 1.9554 -3.9493 4.0426 0.11
C 1.0908 4.3640 -1.3164 -0.07
C 2.2066 0.3310 -1.3842 -0.30
C 1.2893 -1.6341 -0.4473 -0.33
C -3.2009 2.1332 -0.9245 -0.36
C 2.2036 1.1481 1.0142 -0.01
H 0.5771 -3.3561 0.2735 0.12
C -1.8592 -3.5316 -0.2943 -0.19
C -2.0089 1.1915 1.4928 -0.35
H 1.2530 -2.4138 2.2497 0.11
H -0.9092 -4.5423 1.3668 0.09
C -3.0364 1.9248 3.5394 -0.04
H 1.9362 5.9601 -0.1731 0.12
C 3.8113 1.1548 -2.9856 -0.06
H -2.0430 -5.5286 0.4484 0.09
H 5.3815 -5.0527 1.7385 0.12
N 2.5331 -1.9976 -0.0699 0.17
H -6.5771 3.3257 -2.3600 0.12
C -1.5681 -1.3022 -1.1980 -0.24
P -1.6390 1.5216 -0.2424 1.12
C 2.9024 -2.9084 0.9620 -0.19
I -0.5690 -0.7927 -4.3298 0.59
C -2.8998 -1.3030 -1.6017 -0.17
H 4.2376 1.1266 -3.9791 0.12
H -2.3659 3.8654 -1.9067 0.10
H 5.7611 -4.1852 -0.3993 0.09
H 4.3570 -3.6544 -1.3292 0.09
C 3.7991 1.9968 -0.7378 -0.03
C 2.7338 1.1689 -0.3934 -0.22
C -1.2815 -4.7579 0.3618 -0.02
C -1.4979 0.0727 3.5606 -0.05
H 2.3366 -0.3444 -3.4106 0.07
N 0.2944 -2.4881 -0.1600 0.17
H 3.2894 -1.4982 -0.5161 0.14
H 2.6814 0.3519 1.5913 0.09
C 2.5408 -3.8768 3.1363 -0.06
C -3.7145 -2.3883 -1.3393 -0.05
C -5.5732 1.8222 -1.2006 -0.04
H -6.4677 1.2400 -1.0249 0.12
C -4.3648 1.3992 -0.6739 -0.10
H 2.4167 2.0900 1.5173 0.09
H -3.3048 -0.4626 -2.1556 0.04
C -5.6309 2.9834 -1.9627 -0.04
C 3.7083 -4.6102 2.9945 -0.06
C -2.3368 0.9472 4.2367 -0.04
C -1.3328 0.1939 2.1898 -0.08
H 1.6513 4.5843 -2.2148 0.12
H 1.1277 0.9762 1.0356 0.05
C 0.5295 4.8201 0.9782 -0.03
H -4.7467 -2.3761 -1.6625 0.12
C 2.1364 -3.0276 2.1196 -0.04
H -3.4254 2.8145 1.6318 0.12
C 4.9362 -3.4777 -0.4210 -0.03
C 4.3360 1.9982 -2.0155 -0.05
C 4.0904 -3.6269 0.8133 -0.20
C -4.4770 3.7140 -2.2097 -0.07
C 2.7487 0.3278 -2.6681 -0.07
H -3.6978 2.5995 4.0658 0.12
H 5.1711 2.6438 -2.2512 0.12
H -0.8832 3.5035 1.9009 0.11
C -0.3519 3.7476 0.9924 -0.04
H -3.8231 -4.3422 -0.4742 0.12
H 0.6596 5.4148 1.8719 0.12
Cl 0.0486 2.2684 -2.6770 0.79
C -2.8805 2.0484 2.1685 -0.09
H -0.6797 -0.4864 1.6538 0.09
C 1.2431 5.1302 -0.1693 -0.03
C 4.4693 -4.4800 1.8440 -0.02
H 4.2099 2.6532 0.0198 0.12
H -2.4429 0.8679 5.3101 0.12
Co -0.5970 0.1842 -1.8170 -0.03
C -0.5341 2.9798 -0.1538 -0.35
H -4.5192 4.6188 -2.8012 0.12
C -3.1874 -3.4903 -0.6769 -0.02
N 1.0796 -0.5104 -1.1058 0.05
H 5.3629 -2.4718 -0.4825 0.09
C 0.2124 3.3022 -1.2822 -0.59
H 4.0349 -5.2639 3.7912 0.12
H -4.3159 0.5082 -0.0605 0.11
I -2.8615 1.1082 -4.8714 0.36
H -0.4651 -5.1740 -0.2348 0.10
C -1.0461 -2.4105 -0.5501 -0.19
```

Output
Net charge: +2
E_LUMO (spin up / spin down), eV: -8.513 / -8.519
2S+1: 1
HOMO energy (spin up / spin down), eV: -13.2 / -13.2
Relative energy (zero: lowest compared OMol25 entry of this formula, charge and spin), eV: 0.736
Energy, eV: -122161.499



No. 6
A structure of composition C8H5NO3 at a distorted geometry, computed with ωB97M-V/def2-TZVPD.

```
17
Properties=species:S:1:pos:R:3:lowdin_charge:R:1
C 0.1993 -0.7679 -0.0042 -0.05
H 1.8496 -2.1711 0.2512 0.12
H -0.9073 2.5797 0.0503 0.15
H -3.2670 -1.2744 0.6386 0.22
O 2.4734 0.8105 0.0838 0.14
C -2.2193 0.7004 -0.1027 -0.10
C 2.6507 -0.6076 -0.1717 -0.43
C -0.9909 1.4676 -0.1285 0.02
C 0.2008 0.7686 -0.0683 -0.07
H -1.5683 -2.5264 -0.0278 0.12
C 1.4129 1.5755 -0.0816 -0.49
C -1.1676 -1.4366 -0.2765 -0.05
O 3.6846 -1.0844 -0.2961 0.23
O 1.5789 2.7579 -0.0580 0.15
N 1.4754 -1.2780 0.3144 0.15
H -3.0708 1.1661 0.0679 0.04
C -2.3343 -0.6800 -0.1907 -0.15
```

Output
E_LUMO, eV: -0.397
2S+1: 1
HOMO energy, eV: -9.0
Relative energy (zero: lowest compared OMol25 entry of this formula, charge and spin), eV: 4.042
Energy, eV: -16006.002



What is the formula in the fourth record? C2H2P2